No. 1
This record from the Open Molecules 2025 dataset describes a molecular structure, C31H45BF3N8PRb. The level of theory is the ωB97M-V functional and the def2-TZVPD basis.

The spin multiplicity is 2. As for the expectation value of S²: 0.75. The calculation puts the orbital gap (spin up / spin down) at 0.3110 / 0.3251 hartree. The largest force on an atom is 0.730 eV/Å. Its relative energy (zero: lowest compared OMol25 entry of this formula, charge and spin) is 0.265 eV. As for the HOMO energy (spin up / spin down): -8.3 / -8.7 eV. The calculated total energy is -63573.047 eV.

Geometry as XYZ:
```
90
C31H45BF3N8PRb the ωB97M-V functional and the def2-TZVPD basis
Rb -0.551 -0.832 0.937
C -4.917 -3.177 1.204
C -4.162 -2.260 0.455
N -3.247 -1.659 1.201
N -3.402 -2.170 2.455
C -4.399 -3.083 2.475
B -2.554 -1.613 3.626
N -1.214 -2.379 3.836
C -0.649 -2.655 5.032
C 0.585 -3.216 4.807
C 0.704 -3.242 3.411
N -0.372 -2.717 2.835
N -2.281 -0.120 3.293
C -3.239 0.772 2.946
C -2.669 2.022 2.929
C -1.325 1.789 3.284
N -1.094 0.502 3.504
N -3.306 -1.675 4.963
C -3.442 -0.684 5.878
C -4.054 -1.218 6.986
C -4.243 -2.574 6.653
N -3.796 -2.846 5.437
H -5.717 -3.815 0.868
H -4.235 -2.023 -0.596
H -4.660 -3.583 3.393
H -1.163 -2.448 5.957
H 1.292 -3.563 5.543
H 1.506 -3.631 2.802
H -4.250 0.455 2.748
H -3.150 2.958 2.698
H -0.529 2.510 3.409
H -3.087 0.316 5.683
H -4.323 -0.707 7.896
H -4.695 -3.358 7.244
F -1.577 -3.564 -0.235
C -1.002 -4.052 0.867
F 0.241 -4.436 0.560
F -1.690 -5.081 1.315
C 5.486 0.564 -3.448
C 5.262 1.665 -2.398
C 3.986 1.424 -1.569
C 2.909 0.733 -2.414
C 3.398 -0.680 -2.820
C 4.930 -0.760 -2.936
P 1.307 0.606 -1.505
C 0.049 0.228 -2.815
C 0.113 1.042 -4.133
C 0.559 0.181 -5.313
C -0.421 -0.974 -5.567
C -0.983 -1.553 -4.252
C -0.029 -1.286 -3.090
C 0.833 2.356 -1.053
C 1.215 3.498 -2.030
C 1.543 4.806 -1.298
C 0.522 5.064 -0.195
C 0.591 3.969 0.892
C 1.270 2.689 0.386
H 6.546 0.481 -3.689
H 4.975 0.824 -4.382
H 5.202 2.640 -2.888
H 6.120 1.709 -1.723
H 3.632 2.377 -1.177
H 4.206 0.796 -0.700
H 2.752 1.328 -3.319
H 2.957 -0.951 -3.782
H 3.047 -1.421 -2.097
H 5.205 -1.585 -3.594
H 5.372 -0.980 -1.960
H -0.888 0.491 -2.309
H 0.772 1.905 -4.034
H -0.880 1.447 -4.355
H 1.560 -0.214 -5.114
H 0.651 0.799 -6.208
H 0.083 -1.759 -6.134
H -1.244 -0.620 -6.192
H -1.171 -2.622 -4.356
H -1.948 -1.091 -4.020
H 0.959 -1.689 -3.332
H -0.362 -1.813 -2.193
H -0.262 2.292 -1.020
H 0.376 3.684 -2.704
H 2.058 3.218 -2.663
H 1.555 5.628 -2.016
H 2.548 4.759 -0.866
H -0.474 5.080 -0.647
H 0.672 6.049 0.249
H -0.418 3.728 1.234
H 1.135 4.338 1.764
H 1.033 1.859 1.057
H 2.356 2.800 0.431
```

No. 2
This record from the Open Molecules 2025 dataset describes a molecular structure, C31H45BrN2P2V. The level of theory is the ωB97M-V functional and the def2-TZVPD basis.

Its charge is +2. The spin multiplicity is 4. As for the expectation value of S²: 3.85. The calculation puts the orbital gap (spin up / spin down) at 0.2670 / 0.1641 hartree. The largest force on an atom is 3.418 eV/Å. Its relative energy (zero: lowest compared OMol25 entry of this formula, charge and spin) is 4.509 eV. As for the HOMO energy (spin up / spin down): -13.1 / -13.1 eV. The calculated total energy is -150144.023 eV.

Geometry as XYZ:
```
82
C31H45BrN2P2V the ωB97M-V functional and the def2-TZVPD basis
C -0.459 5.345 -4.023
C -0.922 4.201 -4.734
C -1.201 4.373 -6.122
C -1.052 5.662 -6.670
N -0.769 6.728 -5.930
C -0.427 6.601 -4.654
C -1.146 3.066 -3.902
C -1.034 2.671 -2.621
C -1.357 2.424 -1.270
C -0.491 1.826 -0.325
C -0.961 1.326 0.871
C -2.331 1.380 1.229
C -3.217 1.921 0.280
C -2.752 2.427 -0.937
V -2.104 1.398 -3.592
P 2.060 -0.955 0.798
H -1.588 3.585 -6.748
H -0.147 5.263 -2.970
H -1.201 5.883 -7.733
H -0.108 7.499 -4.099
H -3.472 2.782 -1.682
H 0.549 1.720 -0.541
H -4.296 1.812 0.419
H -0.275 0.764 1.488
C 2.072 -2.604 1.651
C 2.976 -3.697 1.094
H 1.014 -2.922 1.633
H 2.339 -2.367 2.696
H 2.911 -4.564 1.759
H 2.670 -4.035 0.096
H 4.031 -3.396 1.059
C 2.857 -1.329 -0.803
C 2.996 -0.068 -1.652
H 2.244 -2.098 -1.311
H 3.837 -1.794 -0.624
H 3.230 -0.352 -2.685
H 2.049 0.484 -1.674
H 3.795 0.601 -1.293
C 3.392 -0.053 1.711
C 4.805 -0.635 1.657
H 3.054 0.004 2.763
H 3.381 0.974 1.306
H 5.483 0.092 2.129
H 4.893 -1.574 2.224
H 5.152 -0.803 0.628
Br -2.920 0.155 2.478
P -2.021 -2.299 -1.784
C -0.279 -2.924 -1.744
C -0.308 -4.466 -1.741
H 0.208 -2.495 -0.853
H 0.216 -2.507 -2.638
H 0.703 -4.889 -1.714
H -0.882 -4.865 -0.884
H -0.789 -4.826 -2.659
C -2.368 -2.218 0.010
C -3.688 -2.910 0.393
H -2.433 -1.159 0.256
H -1.524 -2.629 0.593
H -3.825 -2.911 1.486
H -4.544 -2.375 -0.045
H -3.709 -3.953 0.043
C -1.749 -0.622 -2.497
C -2.487 -0.775 -3.842
H -0.670 -0.391 -2.498
H -2.254 0.066 -1.797
H -3.226 0.051 -4.021
H -1.812 -0.937 -4.680
H -3.160 -1.638 -3.725
N 0.271 1.062 3.842
C 0.239 0.501 5.086
C 1.443 0.202 5.775
C 1.400 -0.362 7.047
C 0.172 -0.639 7.653
C -1.012 -0.319 7.000
C -0.997 0.231 5.713
H 1.125 1.122 3.315
H -0.573 1.432 3.411
H 2.385 0.457 5.290
H 2.333 -0.612 7.552
H 0.138 -1.080 8.658
H -1.972 -0.513 7.459
H -1.906 0.470 5.169
```

No. 3
This record from the Open Molecules 2025 dataset describes a molecular structure, C31H45CaClF2MgN5O16S2. The level of theory is the ωB97M-V functional and the def2-TZVPD basis.

Its charge is +1. The calculation puts the orbital gap at 0.0591 hartree. The largest force on an atom is 8.009 eV/Å. As for the HOMO energy: -7.4 eV. The calculated total energy is -136569.943 eV.

Geometry as XYZ:
```
104
C31H45CaClF2MgN5O16S2 the ωB97M-V functional and the def2-TZVPD basis
C 2.059 -1.075 0.533
C 3.059 -0.434 1.631
C 3.263 1.148 1.430
C 3.735 1.572 -0.059
C 3.196 3.076 -0.307
C 2.040 3.194 -1.420
C 0.534 3.215 -0.849
N 0.368 3.846 0.491
C 0.790 5.242 0.705
C 1.437 6.278 -0.322
C 0.496 5.470 2.212
O 0.763 6.689 2.956
N -0.056 4.222 2.716
O -0.452 3.918 3.966
N -1.012 5.017 4.607
O -2.054 4.676 5.045
C -0.142 3.197 1.671
C -0.669 1.716 1.951
C -1.619 1.097 0.806
C -2.527 2.168 0.013
S -4.208 1.343 -0.246
H 1.306 -1.822 0.976
H 1.516 -0.181 0.038
H 2.730 -1.533 -0.292
H 2.581 -0.583 2.667
H 4.104 -0.916 1.669
H 2.284 1.698 1.701
H 4.047 1.542 2.191
H 4.892 1.638 -0.012
H 3.437 0.832 -0.875
H 4.098 3.686 -0.710
H 2.943 3.531 0.711
H 2.125 2.247 -2.077
H 2.211 4.107 -2.105
H 0.117 2.156 -0.935
H -0.085 3.861 -1.588
H 2.420 5.795 -0.696
H 0.795 6.488 -1.243
H 1.764 7.263 0.186
H 1.740 6.624 3.143
H -1.309 1.777 2.916
H 0.226 1.017 2.184
H -2.328 0.296 1.238
H -0.925 0.528 0.072
H -2.084 2.255 -1.049
H -2.631 3.183 0.524
H -4.211 0.707 -1.492
Cl 0.663 8.450 4.057
O -1.195 6.855 7.210
S -0.599 5.812 8.080
O 0.364 5.019 7.305
O -1.676 4.936 8.576
O 0.074 6.451 9.216
C -8.016 -1.043 -1.876
C -7.521 -1.857 -0.720
O -6.378 -2.511 -1.256
C -5.939 -1.757 -2.300
O -4.897 -1.933 -2.869
O -6.831 -0.779 -2.614
H -8.491 -0.113 -1.558
H -8.713 -1.597 -2.511
H -7.209 -1.238 0.126
H -8.258 -2.584 -0.375
C 4.323 -3.009 -5.363
C 3.241 -2.282 -5.852
C 2.952 -1.026 -5.328
C 3.758 -0.506 -4.316
C 4.838 -1.233 -3.817
C 5.117 -2.489 -4.345
N 3.474 0.826 -3.779
O 2.505 1.429 -4.227
O 4.222 1.265 -2.913
H 4.548 -3.987 -5.778
H 2.624 -2.694 -6.644
H 2.106 -0.470 -5.718
H 5.467 -0.837 -3.026
H 5.957 -3.062 -3.966
C -2.282 -3.445 -1.915
C -1.459 -4.622 -2.328
O -0.173 -4.314 -1.821
C -0.396 -3.541 -0.723
O 0.426 -3.309 0.119
O -1.673 -3.065 -0.689
F -1.380 -4.710 -3.677
H -2.218 -2.615 -2.625
H -3.332 -3.700 -1.770
H -1.799 -5.576 -1.913
Mg 4.853 -2.575 0.930
O 6.227 -0.705 3.839
H 6.833 -1.093 4.484
H 5.910 0.098 4.270
F -3.205 5.746 6.759
Ca 1.277 10.758 4.726
N -2.807 -7.600 -1.271
C -3.784 -8.522 -1.262
C -3.678 -9.751 -0.632
C -2.494 -10.052 0.026
C -1.467 -9.119 0.031
C -1.672 -7.917 -0.625
H -4.688 -8.243 -1.791
H -4.500 -10.456 -0.655
H -2.372 -11.005 0.530
H -0.529 -9.321 0.534
H -0.899 -7.154 -0.645
```

No. 4
This record from the Open Molecules 2025 dataset describes 7 unconnected molecules or ions with the total composition C31H45F18N4O12. The level of theory is the ωB97M-V functional and the def2-TZVPD basis.

Its charge is +1. The calculation puts the orbital gap at 0.3810 hartree. The largest force on an atom is 1.040 eV/Å. As for the HOMO energy: -12.8 eV. The calculated total energy is -112318.992 eV.

Geometry as XYZ:
```
110
C31H45F18N4O12 the ωB97M-V functional and the def2-TZVPD basis
C -2.011 2.671 -2.732
C -1.109 1.462 -2.366
C -1.986 0.211 -2.355
C -0.382 1.748 -1.034
C -0.196 0.590 -0.067
N -1.420 0.201 0.641
C -1.872 -0.996 0.971
N -3.020 -0.944 1.628
C -3.318 0.351 1.695
N -4.383 0.934 2.270
N -2.356 1.074 1.078
H -2.386 3.168 -1.837
H -2.883 2.337 -3.288
H -1.463 3.402 -3.323
H -0.386 1.382 -3.176
H -2.748 0.301 -1.576
H -2.533 0.116 -3.290
H -1.434 -0.714 -2.186
H -0.829 2.594 -0.510
H 0.633 2.069 -1.265
H 0.517 0.895 0.701
H 0.225 -0.293 -0.536
H -1.335 -1.897 0.726
H -4.297 1.816 2.758
H -5.272 0.476 2.197
H -2.299 2.074 0.973
C 4.892 -3.889 -3.235
C 4.192 -3.558 -1.937
O 4.114 -2.127 -1.723
C 3.147 -1.492 -2.346
O 2.304 -1.944 -3.064
C 3.179 -0.002 -1.951
F 4.403 0.507 -1.975
F 2.691 0.127 -0.693
F 2.396 0.716 -2.750
H 5.879 -3.426 -3.265
H 5.008 -4.968 -3.326
H 4.326 -3.530 -4.094
H 4.750 -3.933 -1.084
H 3.189 -3.981 -1.898
C 3.776 -1.068 3.959
C 4.944 -0.830 3.027
O 5.867 -1.939 3.053
C 5.530 -2.993 2.336
O 4.543 -3.135 1.675
C 6.634 -4.066 2.436
F 7.041 -4.215 3.699
F 7.686 -3.711 1.692
F 6.181 -5.232 1.992
H 4.122 -1.275 4.969
H 3.137 -0.184 3.984
H 3.179 -1.918 3.630
H 5.531 0.027 3.346
H 4.618 -0.658 2.001
C -3.851 6.625 4.004
C -3.259 5.644 4.988
O -4.267 4.727 5.484
C -4.573 3.707 4.728
O -4.101 3.413 3.658
C -5.634 2.822 5.418
F -6.625 3.527 5.944
F -5.055 2.102 6.380
F -6.127 1.992 4.498
H -4.690 7.156 4.452
H -3.095 7.352 3.709
H -4.211 6.120 3.108
H -2.891 6.152 5.875
H -2.437 5.074 4.557
C -6.901 -2.029 -3.535
C -5.996 -1.855 -4.733
O -6.496 -0.835 -5.625
C -6.235 0.415 -5.297
O -5.626 0.807 -4.344
C -6.818 1.361 -6.370
F -8.063 1.015 -6.692
F -6.064 1.303 -7.478
F -6.820 2.612 -5.930
H -7.920 -2.242 -3.855
H -6.548 -2.856 -2.920
H -6.921 -1.127 -2.923
H -5.968 -2.760 -5.335
H -4.976 -1.608 -4.440
C -2.908 1.649 -6.964
C -1.979 1.044 -7.992
O -0.739 1.782 -8.065
C 0.119 1.522 -7.096
O -0.039 0.757 -6.190
C 1.409 2.344 -7.290
F 1.129 3.614 -7.591
F 2.132 1.820 -8.284
F 2.136 2.324 -6.178
H -3.089 2.702 -7.181
H -3.855 1.124 -6.961
H -2.473 1.582 -5.966
H -2.404 1.096 -8.991
H -1.763 0.000 -7.770
C 6.922 -4.953 7.198
C 6.226 -4.479 8.454
O 6.320 -3.041 8.586
C 5.483 -2.322 7.868
O 4.645 -2.712 7.108
C 5.704 -0.824 8.170
F 7.000 -0.513 8.169
F 5.196 -0.523 9.369
F 5.091 -0.074 7.254
H 7.954 -4.604 7.179
H 6.920 -6.041 7.150
H 6.422 -4.570 6.310
H 6.710 -4.870 9.345
H 5.180 -4.781 8.475
```

No. 5
This record from the Open Molecules 2025 dataset describes 6 unconnected molecules or ions with the total composition C31H45N5OP. The level of theory is the ωB97M-V functional and the def2-TZVPD basis.

Its charge is -1. The calculation puts the orbital gap at 0.2202 hartree. The largest force on an atom is 4.641 eV/Å. As for the HOMO energy: -3.7 eV. The calculated total energy is -51654.844 eV.

Geometry as XYZ:
```
83
C31H45N5OP the ωB97M-V functional and the def2-TZVPD basis
C -1.496 0.947 -3.847
C -0.583 -0.375 -4.056
C 0.028 -0.759 -5.456
C 0.911 -2.047 -5.613
C 1.168 -2.933 -4.344
C 2.097 -4.228 -4.564
C 3.591 -3.638 -4.875
C 1.677 -5.133 -5.819
C 0.581 -2.609 -2.952
O 0.738 -3.381 -1.773
C 2.081 -3.264 -1.201
P 2.494 -1.519 -0.485
C -0.308 -1.312 -2.857
H -2.049 1.111 -4.848
H -2.254 0.704 -3.025
H -0.866 1.866 -3.574
H -0.189 -0.055 -6.342
H 1.356 -2.326 -6.636
H 2.122 -4.846 -3.598
H 3.738 -2.775 -4.119
H 4.404 -4.438 -4.796
H 3.514 -3.186 -5.933
H 1.371 -4.539 -6.751
H 2.607 -5.755 -6.119
H 0.856 -5.901 -5.565
H 2.100 -3.983 -0.289
H 2.921 -3.647 -1.897
H 2.609 -0.951 -1.816
H 3.920 -1.888 -0.541
H 2.519 -2.025 0.899
H 1.085 -1.193 -0.364
H 2.833 -0.198 0.079
H -0.764 -1.059 -1.832
N 4.426 1.987 1.008
C 4.163 1.538 2.273
C 4.915 2.280 3.152
C 5.656 3.215 2.388
C 5.332 3.012 1.069
H 4.016 1.618 0.162
H 3.466 0.731 2.438
H 4.928 2.163 4.226
H 6.350 3.956 2.761
H 5.667 3.507 0.170
N -3.479 -4.896 -2.950
C -4.829 -4.901 -2.717
C -5.097 -3.948 -1.765
C -3.864 -3.342 -1.416
C -2.884 -3.945 -2.165
H -2.998 -5.497 -3.599
H -5.479 -5.582 -3.245
H -6.073 -3.713 -1.365
H -3.710 -2.551 -0.696
H -1.817 -3.781 -2.207
N -5.890 -0.656 0.280
C -6.910 0.205 -0.021
C -6.751 1.335 0.744
C -5.588 1.150 1.532
C -5.076 -0.086 1.222
H -5.757 -1.568 -0.129
H -7.660 -0.059 -0.751
H -7.400 2.199 0.737
H -5.170 1.844 2.247
H -4.206 -0.609 1.590
N 6.360 3.835 6.157
C 7.621 3.552 6.609
C 7.628 3.711 7.973
C 6.321 4.099 8.359
C 5.560 4.164 7.218
H 6.066 3.805 5.193
H 8.402 3.265 5.922
H 8.479 3.563 8.622
H 5.975 4.306 9.361
H 4.521 4.417 7.069
N -6.364 4.521 2.830
C -5.063 4.610 3.248
C -5.033 5.394 4.376
C -6.365 5.788 4.651
C -7.165 5.232 3.683
H -6.682 4.011 2.021
H -4.273 4.110 2.708
H -4.149 5.654 4.940
H -6.702 6.409 5.468
H -8.232 5.282 3.527
```

Question: Which of these has the lowest largest force on an atom?
Answer: C31H45BF3N8PRb

Question: The lowest largest force on an atom belongs to which entry?
Answer: C31H45BF3N8PRb

Question: Which of these has the lowest calculated total energy?
Answer: C31H45BrN2P2V

Question: The highest calculated total energy belongs to which entry?
Answer: C31H45N5OP